(1)
This record from the OMol25 dataset describes 11 unconnected molecules or ions with the total composition C31H52O15 in a non-equilibrium geometry. The level of theory is wB97M-V/def2-TZVPD.

Positions of all 98 atoms, in Å:
O -4.0884 -0.8743 -3.2053
C -4.1942 0.3671 -2.6667
C -3.2428 1.3553 -2.8889
C -3.4806 2.6957 -2.5423
C -4.5931 3.0774 -1.8113
O -4.8049 4.3637 -1.4881
C -5.4620 2.1012 -1.3530
C -5.2537 0.7561 -1.7414
H -4.9342 -1.1312 -3.0363
H -2.4274 1.0295 -3.4551
H -2.9792 3.4143 -2.7374
H -5.3701 4.6034 -0.8386
H -6.2759 2.5124 -0.6890
H -6.0190 -0.0006 -1.4865
O -2.7088 1.7711 2.5791
C -1.8740 2.8533 2.1619
C -0.7970 3.1236 2.9536
C -0.0615 4.2842 2.6128
C -0.1958 4.9159 1.4134
O 0.6539 5.9096 1.0498
C -1.3206 4.5040 0.5681
C -2.1632 3.4372 0.9753
H -2.4607 1.6192 3.4230
H -0.4579 2.7321 4.0059
H 0.6340 4.5797 3.3868
H 0.6106 6.3316 0.1515
H -1.2507 5.0142 -0.2896
H -2.8806 3.0635 0.3121
O 0.0598 -3.1221 -0.3310
C 0.3677 -1.8460 -0.2661
C 0.2734 -1.0444 -1.3458
C 0.4129 0.3333 -1.4157
C 0.9465 0.9607 -0.1687
O 1.2597 2.2499 -0.2533
C 1.0055 0.2420 0.9462
C 0.8076 -1.1586 1.0142
H 0.1796 -3.5034 0.5343
H -0.2224 -1.6155 -2.1874
H 0.1779 0.7617 -2.2131
H 0.9813 2.5592 0.7049
H 1.5832 0.6489 1.9332
H 1.1972 -1.9175 1.7965
O 2.8330 -3.2060 3.1081
C 2.5783 -2.4843 4.2679
C 2.3475 -3.1551 5.4737
C 2.2697 -2.3147 6.6941
C 2.2472 -0.9069 6.6238
O 2.0822 -0.2089 7.7802
C 2.3764 -0.2336 5.3268
C 2.5867 -1.0361 4.1680
H 3.1475 -2.7324 2.4487
H 2.3144 -4.1125 5.5012
H 1.9795 -2.8427 7.5234
H 1.5761 0.4439 7.8432
H 2.3498 0.7973 5.6696
H 2.7059 -0.3980 3.3794
C -2.0108 -5.3465 -2.7294
O -3.3280 -5.4378 -2.2324
H -1.2232 -5.0719 -1.9120
H -1.7585 -4.5994 -3.5674
H -1.7058 -6.4869 -3.0435
H -3.7271 -6.2540 -2.5819
C 0.7358 2.1881 -4.9007
O 1.7027 1.1132 -5.0437
H 1.3299 3.2052 -4.9156
H 0.2524 1.9303 -3.9021
H 0.0312 2.2341 -5.7512
H 1.1672 0.2609 -5.4685
C 1.9829 -2.5103 -4.6463
O 1.5492 -1.8197 -5.7564
H 1.1331 -2.4503 -3.9052
H 2.8617 -2.0986 -4.0853
H 2.2439 -3.5177 -4.9238
H 0.9774 -2.4713 -6.2545
C 3.3109 4.5607 -2.0540
O 3.6438 5.7656 -1.4721
H 3.6425 4.5152 -3.0456
H 2.2605 4.4246 -2.0267
H 3.8150 3.7704 -1.6276
H 4.1286 6.4295 -2.0521
C -3.3069 -2.7051 0.6021
O -2.8731 -2.4338 1.9258
H -2.6443 -2.9384 -0.2329
H -3.8706 -1.8830 0.1905
H -3.8598 -3.7271 0.2650
H -1.9989 -2.4320 1.7529
C 4.4780 0.5415 -0.8172
O 5.5418 -0.1329 -0.2806
H 3.7703 0.8922 -0.1741
H 4.0583 -0.1467 -1.5072
H 4.9372 1.1926 -1.6401
H 6.3941 0.1451 -0.6443
C -0.0041 -4.7717 3.2935
O 0.5441 -4.6170 2.0547
H 0.5027 -5.5301 3.8597
H -0.9917 -5.0623 3.2997
H -0.2370 -3.8475 3.7836
H 1.5185 -4.4444 2.2470

Values from the calculation:
E, hartree: -2340.47263
Highest occupied orbital energy, Eh: -0.2777
Gap between HOMO and LUMO, eV: 7.9652

(2)
This record from the OMol25 dataset describes a molecular structure, C31H53NNiO2Si2 in a non-equilibrium geometry. The level of theory is wB97M-V/def2-TZVPD.

Positions of all 90 atoms, in Å:
O -2.5501 1.5923 -1.8210
O -6.1168 -2.5670 -0.6955
C -3.3135 2.4550 -0.9400
C -3.2385 3.8977 -1.3778
H -2.8602 2.3350 0.0472
H -4.3603 2.1280 -0.8697
H -2.2159 4.2265 -1.5820
H -3.6578 4.5485 -0.6036
H -3.8098 4.0213 -2.3030
C -3.2468 0.6077 -2.5958
C -4.7622 0.6132 -2.6348
H -2.9021 -0.3624 -2.2212
H -2.8520 0.7051 -3.6161
H -5.1963 0.0091 -1.8264
H -5.0649 0.1469 -3.5808
H -5.1759 1.6228 -2.6137
C -5.0668 -3.4804 -0.9826
C -6.4622 -2.5967 0.6804
C -4.8778 -3.5392 -2.4858
H -5.3128 -4.4909 -0.6039
H -4.1296 -3.1531 -0.4929
H -5.7828 -3.9208 -2.9711
H -4.0636 -4.2247 -2.7281
H -4.6537 -2.5469 -2.8947
C -7.8122 -1.9366 0.8567
H -5.6981 -2.0577 1.2664
H -6.5153 -3.6364 1.0463
H -7.8201 -0.9245 0.4471
H -8.0606 -1.9015 1.9161
H -8.5865 -2.5195 0.3514
H -1.8315 -1.8144 1.7727
Ni -0.1345 0.9628 -1.1917
C -2.5610 -1.7130 2.5439
Si -1.6299 -2.3695 4.0454
H -2.8534 -0.6585 2.6783
H -3.4696 -2.2578 2.2440
C -2.5907 -1.9600 5.6045
C 0.0746 -1.5379 4.0505
C -1.5424 -4.2363 3.8564
C 0.0950 2.3069 -2.5826
Si 0.4370 1.3335 -4.1540
H 0.9780 2.9446 -2.3645
H -0.7667 2.9944 -2.6192
C -0.1661 2.3443 -5.6176
C -0.3657 -0.3588 -4.3080
C 2.2870 1.0273 -4.2181
H -2.5405 -4.5976 3.5631
H -1.2670 -4.7174 4.8054
H -0.8179 -4.5340 3.0858
H -2.5715 -0.8813 5.8040
H -2.2161 -2.4775 6.5006
H -3.6376 -2.2575 5.4483
H -0.0077 -0.4644 4.2776
H 0.5899 -1.6305 3.0822
H 0.7342 -1.9758 4.8132
H -0.6740 -0.5205 -5.3506
H -1.2522 -0.4910 -3.6798
H 0.3469 -1.1460 -4.0401
H 2.6305 0.9880 -5.2611
H 2.5432 0.0740 -3.7395
H 2.8418 1.8197 -3.7019
H 0.1685 1.8868 -6.5580
H 0.2162 3.3715 -5.5710
H -1.2639 2.3867 -5.6229
C 0.3774 -3.3911 -1.1673
C 1.7080 -3.4655 -0.7517
C 2.4012 -2.2939 -0.4605
C 1.7404 -1.0477 -0.5998
C 0.4173 -0.9645 -1.0536
C -0.2734 -2.1341 -1.3119
C 2.2930 0.1938 -0.0930
C 3.5911 0.3087 0.4312
C 3.9024 1.4093 1.2020
C 2.9052 2.3710 1.4796
C 3.0769 3.3772 2.4556
C 2.0525 4.2624 2.7409
C 0.8592 4.2449 1.9887
C 0.6802 3.3040 0.9746
C 1.6515 2.3005 0.7740
N 1.3862 1.2085 -0.0244
H -0.1763 -4.3056 -1.3793
H 2.2079 -4.4313 -0.6371
H 3.4235 -2.3175 -0.0743
H -1.3162 -2.0905 -1.6188
H 4.3079 -0.4862 0.2456
H 4.8980 1.5172 1.6243
H 4.0351 3.4109 2.9858
H 2.1734 4.9898 3.5416
H 0.0779 4.9723 2.2004
H -0.2026 3.3200 0.3327

Values from the calculation:
E, hartree: -3505.51026
2S+1: 3
Highest occupied orbital energy (spin up / spin down), Eh: -0.2680 / -0.2927
Gap between HOMO and LUMO (spin up / spin down), eV: 6.8606 / 7.4165

(3)
This record from the OMol25 dataset describes a molecular structure, C31H54BrGeN5OSi3Zn. The level of theory is wB97M-V/def2-TZVPD.

Positions of all 97 atoms, in Å:
Zn 0.0347 -0.2722 -0.1371
Br 3.8997 -4.5124 4.4689
C 2.6924 -3.3545 3.5901
C 1.3264 -3.4106 3.8941
C 0.4403 -2.5626 3.2798
C 0.8488 -1.6130 2.3070
O -0.0349 -0.8133 1.7917
C 2.2421 -1.6010 1.9894
C 2.8082 -0.6451 1.0757
N 2.1264 -0.0405 0.1723
C 2.6565 1.0490 -0.5373
C 3.9239 1.1553 -1.0401
C 4.3424 2.3510 -1.6659
C 3.5056 3.4263 -1.7495
C 2.1864 3.3412 -1.2398
C 1.2827 4.4307 -1.2213
C 0.0452 4.2660 -0.6754
C -0.3273 2.9882 -0.2048
N 0.4710 1.9539 -0.2202
C 1.7456 2.1307 -0.6819
C 3.1396 -2.4512 2.6673
H 0.9728 -4.1240 4.6269
H -0.6115 -2.6005 3.5318
H 3.8671 -0.4020 1.2054
H 4.6148 0.3261 -0.9469
H 5.3489 2.4164 -2.0566
H 3.8404 4.3555 -2.1924
H 1.5942 5.3880 -1.6212
H -0.6623 5.0807 -0.6158
H -1.3214 2.8171 0.1838
H 4.1973 -2.3875 2.4402
C -1.4492 -0.0686 -5.4273
C -0.1385 0.5733 -4.9884
N 0.8377 -0.3767 -4.4594
C 1.6704 -1.0806 -5.4420
C 1.1071 -2.4211 -5.9013
C 0.8842 -0.6814 -3.1455
C 1.9757 -1.6110 -2.6968
N 0.0611 -0.2137 -2.2506
H -2.1776 0.6987 -5.6885
H -1.8728 -0.6819 -4.6304
H -1.3027 -0.7004 -6.3016
H -0.3123 1.3500 -4.2408
H 0.3342 1.0799 -5.8303
H 2.6716 -1.2105 -5.0362
H 1.7761 -0.4110 -6.2953
H 0.8551 -3.0601 -5.0545
H 1.8455 -2.9449 -6.5084
H 0.2081 -2.2972 -6.5019
H 1.9027 -2.5764 -3.1966
H 1.9057 -1.7580 -1.6266
H 2.9542 -1.1903 -2.9284
H -0.6675 0.3687 -2.6476
C -3.2884 -3.3817 0.9495
Si -3.6330 -2.1565 -0.4391
C -2.8361 -2.7336 -2.0508
C -5.4898 -2.1387 -0.7011
Ge -2.8826 0.0685 0.0984
Si -3.2352 0.8062 2.3624
C -5.0871 1.0750 2.5035
C -2.3348 2.4272 2.6221
C -2.6933 -0.3978 3.6778
Si -4.0616 1.5054 -1.4564
C -5.9064 1.3825 -1.1346
C -3.7081 0.9108 -3.2008
C -3.6820 3.3454 -1.4100
H -4.0970 -4.1168 0.9657
H -3.2603 -2.9052 1.9298
H -2.3635 -3.9448 0.8202
H -2.6892 -3.8171 -2.0454
H -1.8738 -2.2518 -2.2371
H -3.4903 -2.5017 -2.8941
H -5.8185 -3.1731 -0.8387
H -5.7694 -1.5824 -1.5968
H -6.0379 -1.7258 0.1472
H -5.4361 1.8869 1.8665
H -5.3273 1.3371 3.5378
H -5.6540 0.1768 2.2502
H -2.6750 3.2046 1.9343
H -1.2573 2.2954 2.5015
H -2.5137 2.7883 3.6383
H -3.0657 -1.4095 3.5110
H -3.0790 -0.0570 4.6426
H -1.6062 -0.4314 3.7236
H -6.2807 0.3674 -1.0139
H -6.4174 1.8321 -1.9917
H -6.1928 1.9529 -0.2512
H -3.9112 -0.1544 -3.3227
H -2.6642 1.0893 -3.4691
H -4.3263 1.4566 -3.9189
H -3.6493 3.7572 -0.3992
H -4.4896 3.8576 -1.9406
H -2.7518 3.5904 -1.9212
N -0.0176 -2.6313 -0.3259
H -0.6984 -2.8677 0.3878
H 0.8540 -3.0609 -0.0298
H -0.3068 -3.0703 -1.1933

Values from the calculation:
E, hartree: -8861.38771
Charge: +1
2S+1: 2
Highest occupied orbital energy (spin up / spin down), Eh: -0.3615 / -0.3653
Gap between HOMO and LUMO (spin up / spin down), eV: 6.9898 / 6.0526

(4)
This record from the OMol25 dataset describes a molecular structure, C31H54CaF18O27P3 in a non-equilibrium geometry. The level of theory is wB97M-V/def2-TZVPD.

Positions of all 134 atoms, in Å:
Ca 2.7320 -2.2330 -1.9938
P 5.4423 -0.1187 -1.8042
F 5.5546 1.4990 -1.6579
F 6.4415 -0.0761 -3.0129
F 6.6950 -0.2995 -0.7313
F 5.1988 -1.7518 -1.8177
F 4.2102 -0.2200 -0.7657
F 4.2534 -0.0903 -2.9517
P 3.9427 -4.3680 0.1190
F 3.9328 -4.1700 -1.4990
F 4.3870 -5.8782 -0.2958
F 5.4749 -3.7842 0.3389
F 3.9077 -4.7122 1.8030
F 3.3556 -2.9176 0.1505
F 2.3601 -4.8574 -0.0215
P 0.0736 -0.4650 -0.1316
F 0.6941 -1.9292 -0.5322
F -1.4278 -0.9629 0.1751
F 0.4850 -0.7439 1.4121
F -0.5276 1.0419 0.1500
F 1.5415 0.2636 -0.4913
F -0.2788 -0.2342 -1.7241
C -5.2721 -1.0322 -1.5110
C -4.5926 -0.9513 -0.1349
C -5.4257 -0.1082 0.8392
O -5.4056 -0.8848 1.9786
C -4.8313 -2.0841 1.7469
O -4.7127 -2.9907 2.5648
O -4.5104 -2.1805 0.4674
H -6.2406 -1.5319 -1.4902
H -4.6407 -1.4456 -2.2975
H -5.3634 0.0258 -1.7565
H -3.6233 -0.4890 -0.3213
H -6.4545 0.0128 0.5001
H -5.0834 0.8937 1.0982
C -3.0707 4.0105 -4.7423
C -2.6454 2.7981 -3.8622
C -1.7610 3.0802 -2.6770
O -2.5285 3.0623 -1.5157
C -3.8397 2.6117 -1.8960
O -4.8233 2.5690 -1.1272
O -3.8768 2.4898 -3.2559
H -2.2695 4.4410 -5.3431
H -3.3702 4.8481 -4.1124
H -3.6753 3.6687 -5.5824
H -2.3000 1.9813 -4.4958
H -1.3365 4.0791 -2.7779
H -0.9520 2.3698 -2.5072
C 3.3640 -0.9022 2.8772
C 4.3335 0.3407 3.0622
C 5.3632 0.3017 1.9458
O 5.3679 1.5777 1.5072
C 4.2959 2.2369 1.8777
O 4.0032 3.4071 1.5217
O 3.6133 1.4813 2.7165
H 2.5351 -0.7480 3.5680
H 3.9246 -1.7870 3.1787
H 2.9651 -1.0284 1.8707
H 4.9054 0.4698 3.9812
H 5.1356 -0.5282 1.2767
H 6.3743 0.2162 2.3438
C -1.9465 3.2605 2.7435
C -0.3831 3.0390 3.0537
C 0.4634 4.2736 3.1518
O 1.4339 3.9135 4.1072
C 0.8758 2.9879 4.8928
O 1.2804 2.4304 5.8929
O -0.2348 2.5417 4.3289
H -2.2483 4.0038 3.4814
H -2.5131 2.3347 2.8432
H -2.2523 3.6779 1.7841
H 0.1115 2.3312 2.3885
H -0.1557 5.0842 3.5363
H 1.0334 4.6065 2.2844
C -1.7717 -4.3068 0.6959
O -0.9564 -4.0639 1.8070
C -1.2883 -4.2740 3.1291
O -2.4576 -4.5379 3.5942
O -0.1747 -4.2609 3.9084
C 1.0317 -3.6974 3.4952
H -1.6305 -5.2794 0.2246
H -1.6644 -3.5100 -0.0401
H -2.7696 -4.2812 1.1338
H 0.9445 -3.0246 2.6420
H 1.8619 -4.3682 3.2743
H 1.1465 -3.0410 4.3578
C 1.0545 3.3678 -0.4808
O 2.1896 4.2215 -0.7422
C 2.3600 5.5032 -0.4214
O 3.4915 6.1806 -0.5720
O 1.1413 6.0628 -0.1678
C 0.9661 7.4709 -0.2054
H 1.2335 2.4174 -0.9836
H 0.1052 3.8815 -0.6321
H 1.0020 3.1665 0.5892
H 1.8073 8.0057 -0.6463
H 0.8776 7.8469 0.8138
H 0.0471 7.6539 -0.7623
C -2.1196 -0.2383 3.1635
O -3.1025 0.1463 4.1210
C -3.8073 -0.7442 4.9436
O -3.6770 -1.9329 5.2259
O -4.8729 -0.1174 5.4019
C -5.0954 1.2412 5.3777
H -2.6090 -0.3107 2.1922
H -1.7747 -1.2578 3.3361
H -1.2449 0.4061 3.0752
H -5.3142 1.6153 4.3776
H -4.1495 1.7184 5.6340
H -5.8665 1.5115 6.0992
C 1.6286 1.6557 -4.3898
O 1.5260 0.6312 -5.3508
C 1.5137 -0.6116 -4.9739
O 1.7384 -1.1337 -3.8136
O 1.3865 -1.3799 -6.1034
C 1.0352 -2.7618 -6.0795
H 1.0304 1.4749 -3.4967
H 1.3821 2.6942 -4.6108
H 2.6256 1.6658 -3.9492
H 1.0413 -3.0624 -7.1272
H 0.0537 -2.8584 -5.6154
H 1.7564 -3.2671 -5.4371
C 1.7081 -6.2357 -2.8831
O 0.3894 -5.7121 -3.1845
C 0.1661 -4.3957 -3.0648
O 0.9771 -3.5938 -2.6739
O -1.0800 -4.0888 -3.3942
C -1.7011 -2.9545 -2.8810
H 2.4108 -5.4396 -2.6373
H 2.0794 -6.8622 -3.6941
H 1.6499 -6.8482 -1.9834
H -2.7750 -3.1270 -2.9525
H -1.4952 -2.0912 -3.5137
H -1.4504 -2.6273 -1.8719

Values from the calculation:
E, hartree: -6745.22093
Charge: -1
Highest occupied orbital energy, Eh: -0.2904
Gap between HOMO and LUMO, eV: 9.1546